Entry 1:
Here is C12H33F4N5O11PbS4 as an isolated structure in a non-equilibrium geometry from the OMol25 dataset. Energies are from ωB97M-V/def2-TZVPD.

```
! RIJCOSX wB97M-V def2-TZVPD def2/J DEFGRID3
* xyz 0 1
Pb -1.71 0.17 0.04
H 6.83 0.25 0.15
H 1.64 -0.56 3.85
H 2.74 4.48 -2.36
H 4.89 -4.18 -3.36
S -4.83 -4.07 -3.15
N -3.68 3.67 3.22
H -2.23 3.75 -5.93
O -6.01 -3.88 -2.33
S -3.34 4.91 3.93
O 0.86 3.72 -2.18
O -3.63 4.97 5.38
O -5.81 3.21 4.73
S -5.34 3.84 3.45
N -1.83 3.65 -3.18
O -2.70 -6.32 -2.96
H 0.31 5.06 -3.72
F -1.70 4.71 4.01
O -4.45 -6.06 -1.31
O 5.49 -1.17 -0.68
H 1.05 -2.78 4.20
O -1.63 -2.32 4.37
H 2.28 -2.26 -2.58
F -4.93 -2.59 -3.83
C 6.68 -0.39 -0.73
C 5.39 -1.83 -1.90
C 0.45 3.99 -3.60
H 4.38 -2.79 -4.31
H -2.70 3.58 -3.68
H 1.71 5.64 -1.77
O -4.91 -4.98 -4.32
H 0.49 0.01 4.79
H -0.68 -3.06 6.17
H 1.25 3.73 -4.28
H -1.18 5.04 -5.58
H 1.47 -2.52 6.73
S -3.37 -5.48 -2.03
C 1.80 -1.87 5.92
C 0.67 -1.97 4.84
C -0.84 3.32 -4.16
H 3.88 -3.22 -1.29
C -1.28 3.96 -5.44
H -1.10 -1.42 6.06
H -0.89 2.26 -4.39
N 3.05 -1.64 -2.35
N 0.69 -0.73 4.13
H 1.92 -0.85 6.28
C -2.88 -2.73 4.90
H -0.50 3.68 -6.15
H 5.48 -1.04 -2.66
C 4.15 -3.38 -3.42
C 4.07 -2.55 -2.13
C 1.86 4.56 -1.72
H 6.69 0.27 -1.60
H -3.64 -2.64 4.13
H 2.78 -2.17 5.56
H 3.22 -1.36 -3.31
C -0.74 -2.24 5.45
H 7.57 -0.99 -0.91
O -6.09 5.06 3.04
H 6.23 -2.50 -2.08
F -5.88 2.82 2.38
N -3.50 -3.85 -2.46
H 3.11 -3.71 -3.48
H -1.64 4.61 -2.94
O -3.32 6.16 3.18
F -2.32 -5.33 -0.79
H -2.85 -3.79 5.15
H -3.16 -2.10 5.74
H 2.17 4.26 -0.72
*
```

Calculated values
HOMO level in eV: -9.39
Calculated total energy in eV: -102394.288
Gap between HOMO and LUMO in eV: 2.36

---

Entry 2:
Here is one molecule with the formula C3H4O3S in a non-equilibrium geometry from the OMol25 dataset. Energies are from ωB97M-V/def2-TZVPD.

```
! RIJCOSX wB97M-V def2-TZVPD def2/J DEFGRID3
* xyz 0 1
H 1.66 0.42 1.03
H 0.73 -0.55 2.14
H 0.22 1.24 1.96
S 0.34 -0.62 -1.33
O 0.63 -2.02 -1.48
C 0.64 0.36 1.36
C -0.20 0.20 0.22
O 1.11 0.36 -2.00
C -1.40 0.24 -0.34
O -1.38 -0.40 -1.59
H -2.36 0.75 0.03
*
```

Calculated values
HOMO level in eV: -9.90
Calculated total energy in eV: -20150.593
Gap between HOMO and LUMO in eV: 10.54

---

Entry 3:
Here is C4H7CrO as an isolated structure in a non-equilibrium geometry from the OMol25 dataset. Energies are from ωB97M-V/def2-TZVPD.

```
! RIJCOSX wB97M-V def2-TZVPD def2/J DEFGRID3
* xyz 1 5
C -1.05 0.03 -0.76
H -1.63 -0.83 -1.09
C 1.35 0.81 -0.05
H -1.44 -0.46 1.38
Cr 0.08 -3.16 0.46
H -1.10 0.91 -1.41
H -1.03 1.30 1.08
H 0.98 1.82 -0.26
C -0.95 0.27 0.74
H 1.98 0.70 0.84
H 1.90 0.44 -0.97
C 0.25 -0.27 -0.07
O 0.65 -1.56 0.12
*
```

Calculated values
HOMO level (alpha / beta) in eV: -13.42 / -13.68
Calculated total energy in eV: -34719.851
Gap between HOMO and LUMO (alpha / beta) in eV: 6.77 / 7.87